(1)
Here is a molecular structure, C35H32N5O3PRhS3 from OMol25. Energies are from ωB97M-V/def2-TZVPD.

Results
Kohn-Sham gap = 6.8 eV
HOMO = -10.644 eV
DFT total energy = -3498.8817 Eh
Relative energy (zero: lowest compared OMol25 entry of this formula, charge and spin) = 0.131 eV
Charge = +1

CARTESIAN COORDINATES (ANGSTROEM)
Rh1 1.0592 1.1664 1.0147
O1 -1.7251 -1.6189 0.3092
C1 -0.9015 -0.7439 0.2585
N1 0.0864 -0.4903 1.1994
C2 0.3783 -1.2619 2.3060
O2 -0.0019 -2.3853 2.5232
C3 1.3039 -0.5416 3.2559
C4 1.6454 -1.0956 4.4709
C5 2.4749 -0.3738 5.3177
C6 2.9285 0.8721 4.9184
C7 2.5438 1.3646 3.6826
N2 1.7545 0.6634 2.8729
C8 -0.7982 0.2074 -0.9040
C9 -1.5475 0.0143 -2.0409
C10 -1.3355 0.8581 -3.1222
C11 -0.3772 1.8509 -3.0254
C12 0.3296 1.9998 -1.8416
N3 0.1139 1.1947 -0.8013
H1 1.2481 -2.0676 4.7271
H2 2.7576 -0.7764 6.2808
H3 3.5689 1.4683 5.5519
H4 2.8589 2.3377 3.3308
H5 -2.2627 -0.7953 -2.0594
H6 -1.9007 0.7280 -4.0349
H7 -0.1739 2.5224 -3.8471
H8 1.0735 2.7701 -1.7140
S1 -0.2642 4.8385 -0.2129
P1 -1.4127 3.7815 0.9556
S2 -0.4294 2.4333 2.2165
C13 -2.6922 2.8324 0.0798
C14 -3.2496 1.6713 0.6132
C15 -4.2752 1.0189 -0.0549
C16 -4.7520 1.5250 -1.2559
C17 -4.1980 2.6795 -1.7928
C18 -3.1696 3.3331 -1.1297
C19 -2.2860 4.7715 2.1956
C20 -3.3135 4.2160 2.9577
C21 -3.9548 4.9833 3.9149
C22 -3.5739 6.3044 4.1150
C23 -2.5532 6.8580 3.3575
C24 -1.9066 6.0938 2.3967
H9 -2.8752 1.2699 1.5472
H10 -4.6944 0.1129 0.3624
H11 -5.5576 1.0205 -1.7738
H12 -4.5714 3.0762 -2.7281
H13 -2.7285 4.2306 -1.5455
H14 -3.6197 3.1897 2.8024
H15 -4.7552 4.5533 4.5022
H16 -4.0791 6.9036 4.8611
H17 -2.2605 7.8882 3.5102
H18 -1.1142 6.5178 1.7938
C25 -0.0670 -5.1912 -1.1587
C26 0.4053 -3.7821 -0.8215
C27 1.8899 -3.8019 -0.4862
N4 2.4530 -2.4783 -0.1533
C28 2.4406 -1.3227 -0.7805
S3 3.0471 0.0763 0.0660
N5 1.9957 -1.1361 -2.0388
C29 1.7221 -2.0100 -3.1451
O3 0.8206 -1.7089 -3.8792
C30 2.6432 -3.1428 -3.3621
C31 2.1540 -4.2611 -4.0329
C32 2.9894 -5.3407 -4.2609
C33 4.3144 -5.2912 -3.8442
C34 4.8106 -4.1621 -3.2049
C35 3.9747 -3.0858 -2.9569
H19 -1.1307 -5.1926 -1.3902
H20 0.0900 -5.8685 -0.3173
H21 0.4688 -5.5959 -2.0201
H22 -0.1509 -3.3918 0.0306
H23 0.1971 -3.1174 -1.6637
H24 2.4750 -4.2603 -1.2814
H25 2.0454 -4.3988 0.4121
H26 2.8655 -2.3977 0.7647
H27 1.8166 -0.1651 -2.2622
H28 1.1221 -4.2718 -4.3588
H29 2.6129 -6.2182 -4.7686
H30 4.9675 -6.1337 -4.0290
H31 5.8490 -4.1201 -2.9055
H32 4.3637 -2.2003 -2.4693

(2)
Here is 4 unconnected molecules or ions with the total composition C14H31BBrNO11P from OMol25. Energies are from ωB97M-V/def2-TZVPD.

Results
Kohn-Sham gap = 6.3 eV
HOMO = -4.121 eV
DFT total energy = -4374.8026 Eh
Relative energy (zero: lowest compared OMol25 entry of this formula, charge and spin) = 2.644 eV
Charge = -1

CARTESIAN COORDINATES (ANGSTROEM)
C1 -6.5543 -2.5925 4.0533
C2 -6.6624 -1.6948 2.6556
B1 -6.2991 -2.6245 1.3481
O1 -6.7842 -4.0500 1.3601
N1 -5.5588 -2.1838 0.0986
P1 -3.9280 -1.5583 0.4568
O2 -4.0989 0.1025 1.0602
Br1 -2.9723 -2.7823 2.1747
H1 -7.2154 -2.0295 4.8697
H2 -5.4464 -2.6618 4.4616
H3 -7.0299 -3.6548 3.9312
H4 -6.0755 -0.6851 2.7290
H5 -7.8154 -1.3954 2.5772
H6 -7.7865 -3.9376 1.4131
H7 -3.8543 0.7584 0.3219
C3 -1.9878 1.7636 2.2719
C4 -0.8266 0.9440 1.7388
O3 0.0999 1.7668 1.0184
C5 0.8997 2.5566 1.7774
O4 0.9035 2.6196 2.9965
O5 1.6847 3.2865 0.9437
C6 2.5018 4.2430 1.6152
H8 -2.4726 2.3213 1.4646
H9 -2.7292 1.1196 2.7561
H10 -1.6536 2.5013 3.0062
H11 -1.2075 0.2009 1.0308
H12 -0.3144 0.3956 2.5385
H13 3.1099 3.7701 2.3932
H14 1.8748 5.0320 2.0413
H15 3.1730 4.6935 0.8787
C7 0.8296 2.7511 -1.9763
C8 0.5427 2.9211 -3.4572
O6 1.3258 2.0136 -4.2434
C9 0.9184 0.7200 -4.2298
O7 -0.0427 0.2730 -3.6243
O8 1.7808 -0.0013 -4.9912
C10 1.5274 -1.4045 -4.9728
H16 1.9007 2.8489 -1.7743
H17 0.2857 3.4960 -1.3863
H18 0.5325 1.7605 -1.6219
H19 0.8274 3.9328 -3.7637
H20 -0.5243 2.8036 -3.6814
H21 0.4933 -1.6256 -5.2564
H22 1.7506 -1.8084 -3.9807
H23 2.1934 -1.8798 -5.6983
C11 6.8762 -1.7852 -1.3321
C12 6.3756 -2.1612 0.0508
O9 5.2983 -1.3090 0.4605
C13 4.1002 -1.5502 -0.1279
O10 3.8639 -2.4179 -0.9534
O11 3.2085 -0.6414 0.3443
C14 1.9281 -0.7161 -0.2791
H24 7.1499 -0.7263 -1.3716
H25 7.7464 -2.3894 -1.6088
H26 6.1058 -1.9388 -2.0924
H27 7.1842 -2.0204 0.7753
H28 6.0751 -3.2146 0.1025
H29 1.5121 -1.7267 -0.2134
H30 2.0050 -0.3971 -1.3229
H31 1.2549 -0.0311 0.2439

(3)
Here is 2 unconnected molecules or ions with the total composition H4S4 from OMol25. Energies are from ωB97M-V/def2-TZVPD.

Results
Kohn-Sham gap = 8.8 eV
HOMO = -8.841 eV
DFT total energy = -1595.1143 Eh
Relative energy (zero: lowest compared OMol25 entry of this formula, charge and spin) = 0.333 eV
Structure (SMILES) = SS.SS
Charge = 0

CARTESIAN COORDINATES (ANGSTROEM)
S1 2.4940 -0.1907 -1.1902
S2 4.3572 0.2212 -0.3007
H1 1.7292 -0.2071 -0.0787
H2 4.5157 -0.9891 0.2491
S3 -4.2976 -0.2348 -0.0723
S4 -3.2779 0.7672 1.4266
H3 -3.5076 0.0578 -1.1064
H4 -2.0131 0.5756 1.0727

(4)
Here is 2 unconnected molecules or ions with the total composition CH4NO3P from OMol25. Energies are from ωB97M-V/def2-TZVPD.

Results
Kohn-Sham gap (spin up / spin down) = 8.6 / 9.2 eV
HOMO (spin up / spin down) = -9.635 / -10.544 eV
DFT total energy = -662.2686 Eh
Relative energy (zero: lowest compared OMol25 entry of this formula, charge and spin) = 3.571 eV
Charge = 0

CARTESIAN COORDINATES (ANGSTROEM)
C1 1.0784 0.7332 1.2561
N1 -1.0334 -0.4006 -1.5641
O1 2.3561 -0.9387 -1.4708
O2 1.3415 -0.6759 1.1243
O3 1.3937 1.1816 0.0273
P1 1.3891 -0.3916 -0.5521
H1 0.0366 0.8914 1.4752
H2 1.7417 1.1144 1.9702
H3 -0.5149 -0.3165 -2.4714
H4 -1.2529 -1.3477 -1.6400